Entry 1:
ORCA calculation (ωB97M-V/def2-TZVPD) on a molecular structure, C61H74Ge2N5PdS5.

Computed properties:
Charge: +1
Energy relative to the best compared isomer or geometry (same formula, charge and spin), eV: 0.0000
Orbital gap (spin up / spin down), eV: 8.211 / 6.004
⟨S²⟩: 2.01
Multiplicity: 3

XYZ file:
```
148
Properties=species:S:1:pos:R:3:forces:R:3:mulliken_charge:R:1
Pd 0.814312 1.504055 0.209875 1.404 0.519 0.033 -0.16
N -3.906767 3.649951 -1.278231 0.234 -0.204 0.287 -0.53
C -4.353013 4.290813 -0.027277 0.132 -0.073 -0.067 0.34
C -4.425434 3.249277 1.103034 0.059 -0.175 -0.242 -1.27
C -3.048449 2.792958 1.601240 -0.160 0.247 0.051 0.52
N -2.349683 2.013729 0.517721 -0.392 0.326 -0.189 2.12
C -2.241869 4.011394 2.050581 0.162 -0.063 -0.221 -1.30
C -2.059446 5.064735 0.951420 0.039 -0.031 -0.068 0.12
N -1.076964 4.590316 -0.045013 -0.236 -0.100 0.055 -0.28
C -3.422264 5.441445 0.359349 0.007 -0.017 -0.007 -1.75
H -4.629751 3.048811 -1.656401 0.009 0.034 0.015 -0.10
H -2.647834 2.397012 -0.396769 -0.003 0.014 -0.182 0.47
H -3.679455 4.337111 -1.985942 -0.024 0.020 -0.001 0.24
H -5.350871 4.717021 -0.159722 -0.096 0.019 0.092 0.47
H -5.016959 2.385395 0.779762 -0.011 0.060 0.020 0.20
H -4.950740 3.700721 1.946684 0.000 -0.077 0.039 0.55
H -3.157006 2.105350 2.438704 -0.010 0.005 0.042 0.07
H -2.536355 1.006672 0.551249 -0.014 -0.082 -0.013 -0.49
H -1.331812 2.117000 0.542017 -0.048 0.096 0.254 -0.34
H -1.271500 3.688926 2.428037 0.095 0.006 0.035 0.30
H -2.780549 4.474395 2.882001 0.002 -0.123 0.033 0.64
H -1.682715 5.972792 1.427789 0.014 0.049 0.091 0.49
H -0.151121 4.910350 0.210786 0.135 -0.121 0.043 0.08
H -1.261120 4.975348 -0.962987 -0.055 -0.003 -0.018 0.20
H -3.295750 6.115828 -0.495104 0.023 -0.015 0.048 0.42
H -3.939849 6.017060 1.130534 -0.027 0.061 -0.036 0.49
C 6.253476 0.268199 2.546034 -0.090 -0.035 -0.032 -1.38
C 4.981749 -0.475102 2.867416 0.062 -0.028 -0.060 0.50
C 4.727762 -1.736160 2.331725 -0.007 0.064 -0.025 -0.79
C 3.551445 -2.421850 2.609214 -0.003 0.011 0.033 1.22
C 3.307692 -3.796726 2.043301 -0.022 0.089 -0.026 -1.38
C 2.603419 -1.822858 3.449030 0.058 -0.065 0.018 0.40
C 2.859098 -0.577200 4.032252 -0.091 0.060 0.062 0.73
C 1.919097 0.024680 5.047525 0.148 -0.088 0.100 -1.66
C 4.039115 0.084961 3.714613 -0.025 0.044 0.060 -0.90
C 1.346930 -2.541333 3.813822 -0.102 -0.005 -0.013 -0.19
C 1.358863 -3.386644 4.918115 0.133 0.001 -0.061 -0.06
C 0.193709 -3.989617 5.350996 -0.033 -0.068 0.111 -1.00
C -1.001299 -3.709158 4.713878 -0.074 0.022 -0.042 0.18
C -1.059022 -2.848564 3.616988 0.288 -0.082 -0.056 -0.65
C 0.145306 -2.300662 3.128688 -0.139 0.041 0.015 -0.39
Ge 0.238113 -0.981238 1.667346 -0.448 -0.317 -0.057 -0.04
S 0.323512 1.026502 2.511176 -0.383 0.223 -0.502 -0.80
S 1.856983 -1.099638 0.020854 -0.344 0.433 -0.133 -0.01
Ge 0.141318 -0.751520 -1.511038 0.076 -0.608 0.230 -0.07
S 0.135721 1.378221 -2.027777 -0.084 -0.075 0.370 -0.60
S -1.404089 -1.198912 0.087067 -0.041 -0.133 0.154 0.72
C 0.117781 -1.973667 -3.054711 -0.092 0.153 -0.099 0.09
C -1.103983 -2.043467 -3.754742 0.072 -0.149 0.121 -0.40
C -1.208016 -2.836297 -4.891940 -0.123 0.042 0.055 -0.15
C -0.121293 -3.560642 -5.346470 0.016 -0.033 -0.074 -1.11
C 1.086512 -3.465502 -4.682149 0.037 -0.022 0.044 -0.18
C 1.235001 -2.666866 -3.545874 -0.175 0.109 -0.060 -0.70
C 2.633799 -2.562159 -3.032849 0.026 0.078 0.046 1.03
C 3.213323 -3.647824 -2.370782 -0.005 0.007 -0.020 0.75
C 2.385196 -4.846704 -1.983013 0.010 0.071 -0.009 -1.75
C 4.581933 -3.630560 -2.120000 0.031 -0.050 0.062 -0.95
C 5.383732 -2.564435 -2.502606 0.039 -0.013 0.054 0.56
C 6.876148 -2.593785 -2.301628 -0.061 -0.055 -0.012 -1.63
C 4.778808 -1.476687 -3.122814 0.006 0.029 0.009 -1.08
C 3.419477 -1.462510 -3.408484 -0.098 0.101 -0.011 1.05
C 2.824295 -0.299979 -4.169002 0.026 -0.089 0.048 -1.39
C -2.316562 -1.279738 -3.324339 0.018 -0.007 0.006 0.85
C -2.513229 0.020778 -3.794847 0.116 0.022 -0.023 0.31
C -1.551871 0.647061 -4.773622 -0.087 -0.032 -0.001 -1.51
C -3.657370 0.713829 -3.407822 0.030 0.082 -0.040 -0.71
C -4.618171 0.133377 -2.596594 -0.046 -0.044 0.049 0.65
C -5.864655 0.889517 -2.207088 0.023 -0.130 -0.038 -1.81
C -4.425581 -1.182081 -2.175773 0.004 0.030 0.003 -0.61
C -3.294622 -1.904272 -2.532810 -0.031 0.048 -0.052 0.85
C -3.148824 -3.345987 -2.123415 0.055 0.055 0.004 -1.36
C -2.432805 -2.549479 3.104824 0.053 0.136 -0.084 0.72
C -3.134856 -1.453719 3.621472 -0.015 -0.038 -0.032 0.71
C -2.528260 -0.543270 4.662192 0.001 0.008 -0.134 -1.49
C -4.451959 -1.245743 3.209881 -0.013 0.006 0.063 -0.97
C -5.096083 -2.120218 2.346957 -0.034 0.019 -0.022 0.42
C -6.547002 -1.927118 1.986294 0.059 -0.011 0.081 -1.63
C -4.387479 -3.220997 1.873317 -0.008 0.000 -0.069 -0.83
C -3.068727 -3.450649 2.237351 0.081 0.063 -0.027 1.21
C -2.330242 -4.658254 1.724725 0.023 0.081 -0.017 -1.62
H 7.085111 -0.419912 2.399329 0.021 -0.004 -0.024 0.40
H 6.517085 0.958313 3.347738 -0.007 -0.012 -0.026 0.41
H 6.139164 0.855785 1.629759 0.025 -0.014 0.027 0.16
H 5.468985 -2.200447 1.690397 0.014 -0.023 -0.024 0.37
H 4.207765 -4.180332 1.566692 0.016 -0.009 -0.047 0.51
H 2.506854 -3.778278 1.297036 0.021 -0.009 0.010 0.12
H 3.004523 -4.495394 2.824465 0.009 -0.002 -0.026 0.35
H 0.882688 -0.250297 4.860785 0.029 0.011 0.060 0.12
H 1.991470 1.111929 5.042856 0.006 -0.034 0.000 0.44
H 2.177637 -0.327949 6.050329 0.009 -0.015 -0.008 0.42
H 4.235386 1.052968 4.166793 -0.018 -0.031 -0.038 0.42
H 2.293612 -3.554206 5.442236 -0.029 0.002 -0.030 0.55
H 0.209761 -4.652016 6.208310 -0.008 0.016 -0.034 0.46
H -1.926861 -4.142314 5.079280 0.040 0.026 -0.017 0.51
H -2.155487 -2.872302 -5.419793 0.044 -0.016 0.030 0.57
H -0.209720 -4.179923 -6.230984 0.012 0.022 0.028 0.44
H 1.956343 -3.995540 -5.055791 -0.043 0.017 0.018 0.57
H 1.428260 -4.545735 -1.550103 0.034 -0.005 0.000 0.17
H 2.913017 -5.468352 -1.261048 0.014 0.015 0.008 0.47
H 2.160077 -5.464925 -2.855526 -0.010 0.007 0.028 0.38
H 5.039882 -4.493407 -1.645512 -0.028 0.045 0.028 0.35
H 7.190838 -3.502695 -1.788448 -0.017 0.047 -0.001 0.37
H 7.212437 -1.736809 -1.718893 0.035 0.037 0.053 0.36
H 7.392969 -2.556407 -3.262869 -0.008 -0.004 0.024 0.37
H 5.397725 -0.643397 -3.449969 -0.039 -0.040 -0.001 0.52
H 3.612981 0.335338 -4.575884 -0.020 -0.018 0.019 0.52
H 2.180793 0.317145 -3.535061 0.047 -0.008 -0.027 0.06
H 2.207811 -0.647987 -5.000447 0.025 0.009 -0.002 0.32
H -0.520946 0.356249 -4.575367 -0.022 0.022 -0.034 0.16
H -1.615417 1.734870 -4.740567 0.002 -0.028 0.008 0.44
H -1.793390 0.323537 -5.790148 0.010 0.004 0.012 0.37
H -3.806788 1.723872 -3.782460 0.012 -0.060 0.029 0.40
H -5.923171 1.851266 -2.721216 -0.029 -0.055 -0.010 0.49
H -5.902814 1.063178 -1.128392 -0.013 0.008 0.013 0.22
H -6.761879 0.325528 -2.468878 0.021 0.024 0.016 0.48
H -5.185511 -1.665985 -1.570767 0.001 0.010 0.028 0.39
H -3.980966 -3.651313 -1.491317 0.000 -0.002 0.037 0.43
H -2.219473 -3.511277 -1.573373 -0.028 0.006 -0.007 0.14
H -3.125269 -3.996147 -3.000789 -0.008 0.007 0.021 0.39
H -1.855680 0.189375 4.208615 0.046 0.007 0.000 0.05
H -1.944019 -1.108280 5.389060 -0.014 0.018 0.008 0.34
H -3.309211 -0.000751 5.196241 0.018 -0.015 -0.019 0.54
H -5.008998 -0.412723 3.633471 0.046 -0.043 -0.039 0.36
H -6.919628 -0.964458 2.339849 0.022 -0.039 -0.029 0.37
H -7.162200 -2.708315 2.439019 0.017 0.030 -0.012 0.36
H -6.699819 -1.983093 0.909388 -0.004 0.014 -0.080 0.31
H -4.885629 -3.931556 1.218610 0.039 0.039 0.021 0.37
H -2.960041 -5.252211 1.064144 -0.009 0.011 -0.009 0.47
H -1.997047 -5.293759 2.547615 -0.006 -0.002 -0.031 0.37
H -1.436066 -4.356062 1.171434 -0.021 -0.013 0.006 0.15
N 4.125342 1.740517 -0.742243 0.058 -0.088 -0.012 0.03
C 3.614841 2.923383 -0.414506 -0.108 0.323 0.057 0.60
S 2.594537 3.095953 0.962074 0.002 -0.181 -0.259 -0.40
N 3.965023 3.952599 -1.202704 -0.111 0.060 0.068 -0.27
C 3.497923 5.303843 -1.153000 -0.056 -0.054 0.005 0.23
C 3.030670 5.865811 -2.333193 -0.066 -0.029 -0.060 -0.42
C 2.600229 7.183940 -2.347255 0.010 0.018 0.005 -0.65
C 2.630184 7.937705 -1.182068 0.001 -0.002 -0.025 -0.46
C 3.107531 7.371351 -0.008246 0.003 -0.010 0.007 -0.77
C 3.555115 6.057925 0.010080 0.075 -0.018 0.031 -0.10
H 3.889169 0.931689 -0.195333 -0.161 -0.214 0.132 -0.39
H 4.649783 1.595126 -1.590001 -0.012 -0.023 -0.011 0.15
H 4.473343 3.717582 -2.042127 0.091 0.024 -0.001 0.27
H 2.997662 5.269437 -3.239367 -0.010 0.022 0.054 0.40
H 2.241664 7.620947 -3.270408 0.013 -0.014 0.020 0.39
H 2.301884 8.969456 -1.195897 -0.004 -0.045 0.017 0.43
H 3.152515 7.958500 0.900458 0.007 -0.013 -0.036 0.42
H 3.965039 5.633663 0.915742 -0.039 -0.033 -0.010 0.56
```
Forces are in eV/Å.

Entry 2:
ORCA calculation (ωB97M-V/def2-TZVPD) on C4H9NO2 in the gas phase.

Computed properties:
Energy relative to the best compared isomer or geometry (same formula, charge and spin), eV: 0.9385
Orbital gap, eV: 10.712
SMILES: C[C@@H](CO)NC=O

XYZ file:
```
16
Properties=species:S:1:pos:R:3:forces:R:3:mulliken_charge:R:1
C 0.181992 -0.924644 -1.612833 0.068 -0.024 -0.017 -1.37
C -0.457148 -0.311140 -0.365398 -0.117 -0.109 0.004 0.61
C 0.082682 -0.965535 0.904553 0.161 -0.301 -0.317 -0.94
O -0.693104 -0.678796 2.042129 0.068 0.231 0.162 -0.57
N -0.316220 1.147425 -0.346587 0.010 0.264 0.000 -0.12
C 0.377507 1.927236 0.508343 0.177 -0.043 0.298 -0.05
O 1.132036 1.545562 1.387399 -0.178 0.273 -0.076 -0.59
H -0.105532 -0.381109 -2.519389 0.057 -0.054 0.165 0.37
H -0.133087 -1.966962 -1.736516 0.006 0.179 0.087 0.35
H 1.273633 -0.916340 -1.532452 -0.094 0.088 -0.041 0.33
H -1.537767 -0.491356 -0.389376 0.074 -0.112 0.019 0.19
H 0.069665 -2.046223 0.750908 -0.167 -0.043 -0.041 0.41
H 1.120165 -0.672973 1.050264 0.015 -0.066 -0.021 0.43
H -0.264842 0.066327 2.482948 -0.066 0.005 -0.038 0.36
H -0.914488 1.659157 -0.971613 -0.067 -0.031 -0.097 0.24
H 0.184508 3.009372 0.347621 0.052 -0.256 -0.088 0.35
```
Forces are in eV/Å.

Entry 3:
ORCA calculation (ωB97M-V/def2-TZVPD) on 2 unconnected molecules or ions with the total composition C5H10BBrCl4NO3.

Computed properties:
Charge: -1
Orbital gap, eV: 7.491

XYZ file:
```
25
Properties=species:S:1:pos:R:3:forces:R:3:mulliken_charge:R:1
C -0.958584 1.419237 -0.519217 0.003 -0.189 -0.550 -0.99
C -0.344423 0.267398 -1.323503 0.035 0.079 0.298 -0.45
C 0.896345 -0.341176 -0.660262 -0.359 0.288 -0.401 -0.28
C 2.069066 0.629839 -0.706145 0.035 -0.048 -0.422 -0.63
O 3.229075 0.218073 -0.034161 -0.370 0.150 0.445 -0.77
B 3.189798 -0.021969 1.382946 1.096 -0.555 -0.500 0.78
Br 2.075557 1.364009 2.415885 -0.346 0.281 0.289 -0.39
O 2.534324 -1.361133 1.749699 -0.479 -0.233 -0.210 -0.33
N 2.863852 -2.357861 0.929300 0.109 0.182 -0.040 0.23
O 2.163263 -3.321112 1.053971 0.062 0.172 0.255 -0.43
H -1.028764 1.137489 0.528745 0.002 0.167 0.122 0.21
H -1.956016 1.633461 -0.908535 -0.097 0.075 0.134 0.28
H -0.374727 2.330512 -0.624565 0.085 0.054 0.230 0.38
H -1.107695 -0.507270 -1.425290 0.034 -0.106 -0.111 0.22
H -0.089093 0.612232 -2.330001 -0.066 -0.016 -0.096 0.28
H 0.632074 -0.607920 0.361861 0.169 -0.119 0.078 0.32
H 1.171037 -1.235521 -1.221947 0.069 -0.211 0.257 0.25
H 2.338781 0.742657 -1.764042 0.091 0.010 -0.027 0.29
H 1.746211 1.622687 -0.379596 0.042 0.001 0.268 0.29
H 4.312342 0.009360 1.839883 -0.124 0.046 -0.007 -0.23
C -4.666159 -0.447315 0.328506 0.091 -0.006 0.039 0.36
Cl -5.911478 -1.690875 0.531863 -0.038 -0.017 0.003 -0.12
Cl -4.209462 -0.355324 -1.374167 -0.018 -0.023 -0.022 -0.10
Cl -5.314165 1.114944 0.844631 -0.021 0.030 0.004 -0.11
Cl -3.261157 -0.854422 1.304141 -0.005 -0.015 -0.037 -0.06
```
Forces are in eV/Å.

Entry 4:
ORCA calculation (ωB97M-V/def2-TZVPD) on 2 unconnected molecules or ions with the total composition C9H17BF5N2O4.

Computed properties:
Charge: -1
Orbital gap, eV: 4.529

XYZ file:
```
38
Properties=species:S:1:pos:R:3:forces:R:3:mulliken_charge:R:1
N -0.839527 -1.868118 0.245905 1.220 -0.961 -0.611 -0.39
C -0.572162 -2.081452 -1.219869 0.252 0.544 -0.244 -0.81
C -0.439289 -0.700471 -2.035273 -0.628 -1.506 -0.775 -0.12
C -1.870722 -0.124040 -2.426244 0.176 1.499 -0.495 -0.64
C -2.327197 1.160861 -1.554797 -0.819 -0.517 0.156 -0.75
O -1.654558 1.067903 -0.240421 1.103 1.624 0.822 -0.38
B -0.900785 2.280282 -0.068822 -0.635 -0.428 -1.275 0.72
O 0.491378 2.378440 -0.446920 -1.660 -0.847 1.544 -0.48
O -1.515250 3.462901 0.485053 0.672 -0.774 -1.279 -0.64
C -3.885601 1.157013 -1.311877 1.967 0.838 -1.544 0.91
F -4.482442 1.331914 -2.607874 0.359 -0.556 1.785 -0.32
F -4.323675 2.285858 -0.562192 0.586 -2.159 -0.788 -0.32
C -4.526133 -0.167017 -0.719289 -2.285 -0.366 1.078 0.50
F -4.986998 -1.072821 -1.699566 1.161 1.530 1.651 -0.26
F -5.706984 0.202314 -0.002311 1.650 -0.921 -0.930 -0.32
F -3.756029 -0.875615 0.172597 -1.162 1.303 -1.795 -0.20
H 0.041488 -1.471883 0.619899 -0.817 -0.054 -0.046 0.13
H -0.875715 -2.828981 0.632818 -0.047 0.755 -0.018 0.25
H -1.455776 -2.697272 -1.604525 1.294 0.886 0.213 0.37
H 0.400976 -2.673584 -1.376589 -1.220 0.555 0.070 0.29
H 0.260342 0.038980 -1.549330 -1.041 -0.779 -0.309 -0.02
H 0.061874 -1.001248 -3.024008 -0.566 0.367 1.272 0.40
H -2.645355 -0.949827 -2.475864 0.921 0.570 0.163 0.22
H -1.771090 0.275340 -3.496385 -0.263 -0.675 1.339 0.33
H 0.970581 1.594728 -0.091923 -0.260 0.657 -0.618 0.36
H -1.872191 3.973235 -0.268384 0.019 -0.436 0.603 0.28
C 3.565351 -1.144252 1.073511 -0.032 -0.123 -0.092 -1.28
C 3.289915 0.256057 1.552506 -0.325 0.397 -0.133 0.74
O 2.512498 0.999005 0.974892 0.200 -0.262 0.123 -0.63
N 3.939612 0.688021 2.668203 -0.047 -0.274 -0.280 -0.18
C 4.889849 -0.039895 3.482474 -0.158 0.527 0.113 -0.87
H 2.976474 -1.342468 0.178699 0.002 0.155 0.103 0.21
H 4.622875 -1.253545 0.823894 -0.028 -0.141 0.105 0.44
H 3.281006 -1.865755 1.842415 0.161 -0.053 -0.044 0.36
H 3.705852 1.634868 2.929639 0.001 -0.086 -0.017 0.25
H 4.499772 -0.095860 4.501039 0.210 -0.182 0.057 0.28
H 5.832237 0.512250 3.489965 0.120 -0.224 0.131 0.28
H 5.065398 -1.045866 3.108957 -0.083 0.116 -0.036 0.33
```
Forces are in eV/Å.

no.,calculated total energy (eV)
1,-242600.7945
2,-9879.1221
3,-133790.2974
4,-35044.7959